DFT (wB97M-V/def2-TZVPD) results for a structure of composition C2HNO3S2.

The geometry in ORCA input format:
```
! RIJCOSX wB97M-V def2-TZVPD def2/J DEFGRID3
* xyz -2 1
C 0.220 0.323 0.009
C -2.130 0.245 -0.042
N -0.841 -0.242 -0.275
O 0.823 1.163 0.611
O -2.469 1.389 -0.337
O 1.477 -0.713 -0.814
S -3.192 -0.919 0.599
S 2.738 -1.211 -0.008
H 3.373 -0.036 0.258
*
```

Computed properties:
HOMO ... 0.31 eV
E ... -31392.2318 eV
Frontier orbital gap ... 5.19 eV
ΔE to the lowest compared entry with this formula, charge and spin ... 0.0 kcal/mol


DFT (wB97M-V/def2-TZVPD) results for the molecule C5H4OS.

The geometry in ORCA input format:
```
! RIJCOSX wB97M-V def2-TZVPD def2/J DEFGRID3
* xyz 0 1
C -1.004 0.799 -0.016
C -0.981 -1.209 1.476
C 0.150 0.084 -0.148
C 0.081 -1.016 0.716
C 1.343 0.326 -1.025
O 2.125 -0.727 -1.128
S -2.098 0.105 1.130
H -1.291 1.681 -0.553
H -1.235 -1.949 2.201
H 1.008 0.692 -2.026
H 1.901 1.214 -0.626
*
```

Computed properties:
HOMO (spin up / spin down) ... -9.23 / -9.27 eV
E ... -18127.3339 eV
Frontier orbital gap (spin up / spin down) ... 8.50 / 7.55 eV
ΔE to the lowest compared entry with this formula, charge and spin ... 106.5 kcal/mol


DFT (wB97M-V/def2-TZVPD) results for a structure of composition C40H29Cl2N2NiO5PS.

The geometry in ORCA input format:
```
! RIJCOSX wB97M-V def2-TZVPD def2/J DEFGRID3
* xyz 0 3
Ni -1.210 -0.671 0.841
Cl -4.116 -7.391 -0.034
C -3.450 -5.865 0.431
C -3.103 -5.670 1.776
C -2.536 -4.489 2.156
Cl -2.137 -4.191 3.801
C -2.208 -3.442 1.227
O -1.556 -2.444 1.637
C -2.670 -3.650 -0.118
C -2.552 -2.589 -1.066
O -1.951 -1.524 -0.929
C -3.278 -4.867 -0.489
H -3.291 -6.438 2.508
H -3.061 -2.766 -2.034
H -3.592 -5.013 -1.512
O -3.580 1.176 3.267
S -2.938 1.028 1.990
O -3.379 -0.064 1.136
N -1.338 0.862 2.060
C -0.486 0.997 3.090
C -0.618 1.868 4.163
C 0.411 1.980 5.097
C 1.564 1.236 5.000
C 1.702 0.274 3.981
C 2.787 -0.620 3.867
C 2.769 -1.580 2.889
C 1.687 -1.627 1.995
N 0.684 -0.786 2.048
C 0.668 0.151 3.019
C -3.094 2.547 1.062
C -3.179 3.748 1.739
C -3.181 4.933 1.024
C -3.100 4.900 -0.360
C -3.021 3.689 -1.031
C -3.008 2.501 -0.317
H -1.521 2.449 4.262
H 0.289 2.675 5.917
H 2.360 1.360 5.716
H 3.608 -0.554 4.568
H 3.562 -2.307 2.802
H 1.654 -2.381 1.220
H -3.251 3.728 2.816
H -3.245 5.877 1.543
H -3.103 5.824 -0.919
H -2.969 3.669 -2.109
H -2.932 1.538 -0.800
O 0.087 0.645 -0.437
P 1.087 0.461 -1.518
C 2.697 -0.140 -0.892
C 3.211 0.512 0.222
C 4.425 0.121 0.759
C 5.125 -0.933 0.192
C 4.617 -1.581 -0.921
C 3.412 -1.180 -1.471
C 0.514 -0.755 -2.742
C 0.058 -0.397 -4.001
C -0.461 -1.366 -4.841
C -0.544 -2.682 -4.415
C -0.107 -3.036 -3.148
C 0.423 -2.073 -2.311
C 1.455 2.031 -2.357
C 0.659 3.133 -2.075
C 0.950 4.357 -2.654
C 2.037 4.479 -3.505
C 2.827 3.375 -3.792
C 2.538 2.149 -3.221
H 2.644 1.321 0.662
H 4.828 0.632 1.620
H 6.067 -1.245 0.617
H 5.163 -2.403 -1.361
H 3.027 -1.674 -2.352
H 0.111 0.638 -4.311
H -0.816 -1.092 -5.823
H -0.955 -3.435 -5.069
H -0.194 -4.059 -2.810
H 0.753 -2.322 -1.311
H -0.173 3.016 -1.396
H 0.337 5.219 -2.434
H 2.277 5.438 -3.940
H 3.674 3.477 -4.456
H 3.153 1.286 -3.434
*
```

Computed properties:
HOMO (spin up / spin down) ... -7.48 / -7.47 eV
E ... -141383.2761 eV
Frontier orbital gap (spin up / spin down) ... 7.61 / 7.56 eV
ΔE to the lowest compared entry with this formula, charge and spin ... 18.1 kcal/mol


DFT (wB97M-V/def2-TZVPD) results for a structure of composition C22H26O5S.

The geometry in ORCA input format:
```
! RIJCOSX wB97M-V def2-TZVPD def2/J DEFGRID3
* xyz 0 1
C 1.774 4.516 2.324
C 2.247 4.114 3.419
C 1.943 2.735 4.155
H 1.391 3.090 5.081
H 3.012 2.499 4.337
O 1.097 2.151 3.455
C 1.626 1.396 2.647
O 3.096 1.103 2.522
C 0.926 0.460 1.794
C 1.254 -0.292 0.702
C 0.343 -1.180 0.018
C 0.389 -0.410 -1.383
C 0.774 1.004 -1.901
S 0.392 1.308 -3.341
C -0.155 -0.143 -3.810
C -0.873 -0.469 -4.944
C -1.346 -1.703 -5.247
C -1.359 -2.620 -4.032
C -0.761 -2.451 -2.862
C -0.398 -1.020 -2.581
H -0.706 -2.967 -1.983
H -1.790 -3.690 -3.991
H -1.706 -2.238 -6.010
H -0.891 0.144 -5.728
H 1.385 1.404 -1.033
H 0.711 -2.127 -0.365
C -1.068 -1.011 0.408
C -1.064 -2.371 1.686
C -1.013 -3.574 1.213
C 0.366 -4.230 1.461
O 0.687 -5.631 0.979
H 0.082 -6.094 1.257
H 1.228 -3.686 1.086
H 0.583 -4.164 2.526
H -1.064 -3.640 0.052
H -1.724 -4.480 1.687
H -0.164 -2.022 2.307
H -2.315 -2.112 2.217
C -1.435 0.182 1.165
O -1.596 1.096 0.270
C -2.186 2.453 0.393
C -3.712 2.532 0.803
H -3.998 2.233 -0.262
H -3.844 3.667 0.739
H -3.771 1.882 1.521
H -1.702 3.040 -0.511
H -1.593 2.775 1.279
O -0.577 0.684 1.917
H -2.273 0.028 1.690
H -1.817 -1.364 -0.086
H 2.363 -0.418 0.575
H 2.967 4.788 4.122
H 2.199 5.310 1.757
H 1.116 3.936 1.680
*
```

Computed properties:
HOMO ... -7.79 eV
E ... -44288.6296 eV
Frontier orbital gap ... 7.41 eV
ΔE to the lowest compared entry with this formula, charge and spin ... 444.7 kcal/mol


DFT (wB97M-V/def2-TZVPD) results for the molecule C5H8O.

The geometry in ORCA input format:
```
! RIJCOSX wB97M-V def2-TZVPD def2/J DEFGRID3
* xyz 0 1
C 1.092 0.791 1.122
C 0.258 -0.331 1.593
C -0.196 0.569 0.401
C -0.128 0.007 -0.982
C -1.342 -0.294 -1.729
O -0.498 0.772 -2.131
H 1.949 0.443 0.552
H 1.286 1.644 1.757
H -0.265 -0.140 2.537
H 0.450 -1.366 1.375
H -1.153 0.620 0.882
H 0.765 -0.595 -1.176
H -1.380 -1.175 -2.366
H -2.295 0.033 -1.310
*
```

Computed properties:
HOMO ... -9.57 eV
E ... -7359.0457 eV
Frontier orbital gap ... 10.71 eV
ΔE to the lowest compared entry with this formula, charge and spin ... 74.0 kcal/mol


DFT (wB97M-V/def2-TZVPD) results for the molecule C5H8N2.

The geometry in ORCA input format:
```
! RIJCOSX wB97M-V def2-TZVPD def2/J DEFGRID3
* xyz 0 1
C 1.771 0.808 0.449
C 0.516 0.544 -0.346
C 0.038 -0.845 -0.661
C 0.662 -2.067 -0.190
N 1.072 -3.061 0.237
N -0.571 -0.055 0.379
C -1.979 0.265 0.301
H 1.842 0.077 1.259
H 2.667 0.737 -0.175
H 1.738 1.809 0.892
H 0.293 1.264 -1.142
H -0.479 -0.952 -1.618
H -2.396 0.226 -0.715
H -2.170 1.249 0.736
H -2.498 -0.478 0.915
*
```

Computed properties:
HOMO ... -9.79 eV
E ... -8293.2750 eV
Frontier orbital gap ... 10.70 eV
ΔE to the lowest compared entry with this formula, charge and spin ... 39.7 kcal/mol


DFT (wB97M-V/def2-TZVPD) results for a structure of composition C51H45FN5O8STl.

The geometry in ORCA input format:
```
! RIJCOSX wB97M-V def2-TZVPD def2/J DEFGRID3
* xyz -2 1
Tl 0.142 0.206 -0.597
O -0.873 2.101 -0.181
C -0.747 3.499 -0.020
C 0.685 3.980 -0.513
C 1.794 3.420 0.271
C 2.462 4.179 1.213
C 3.489 3.703 1.983
C 3.806 2.372 1.826
C 3.121 1.579 0.883
C 3.609 0.177 0.644
C 2.725 -1.044 1.023
O 1.692 -1.266 0.118
C 2.086 -0.821 2.434
C 2.910 -0.159 3.391
C 2.308 0.228 4.581
C 1.042 -0.214 4.953
C 0.334 -1.058 4.155
C 0.826 -1.329 2.870
C 3.611 -2.344 1.029
C 3.895 -2.920 -0.206
C 4.484 -4.189 -0.312
C 4.706 -4.908 0.892
C 4.482 -4.330 2.092
C 3.930 -3.080 2.184
N 2.220 2.145 0.041
C -0.977 3.829 1.527
C -0.491 5.040 2.058
C -0.557 5.251 3.418
C -1.147 4.323 4.296
C -1.644 3.150 3.759
C -1.600 2.881 2.380
C -1.884 4.200 -0.907
C -1.798 5.558 -1.314
C -2.618 5.986 -2.356
C -3.623 5.139 -2.855
C -3.879 3.922 -2.300
C -3.054 3.494 -1.255
H 0.850 3.537 -1.486
H 0.730 5.063 -0.538
H 2.254 5.240 1.292
H 3.939 4.328 2.760
H 4.483 1.864 2.494
H 3.765 0.112 -0.470
H 4.592 0.124 1.163
H 3.966 0.019 3.223
H 2.899 0.778 5.306
H 0.665 0.202 5.901
H -0.534 -1.562 4.596
H 0.151 -1.829 2.155
H 3.586 -2.401 -1.146
H 4.680 -4.587 -1.273
H 5.137 -5.914 0.826
H 4.775 -4.839 3.008
H 3.674 -2.680 3.148
H -0.006 5.817 1.409
H -0.212 6.169 3.852
H -1.247 4.569 5.348
H -2.036 2.373 4.434
H -1.950 1.920 1.971
H -1.064 6.272 -0.920
H -2.444 6.939 -2.842
H -4.187 5.464 -3.694
H -4.633 3.281 -2.647
H -3.174 2.568 -0.725
C 2.357 2.338 -5.766
C 1.837 1.409 -4.727
N 0.835 1.789 -3.957
O 0.307 3.035 -4.436
C 2.346 0.066 -4.576
C 3.292 -0.655 -5.488
N 2.030 -0.621 -3.438
O 2.605 -1.730 -3.269
H 1.599 2.487 -6.540
H 3.289 1.983 -6.255
H 2.513 3.342 -5.371
H -0.568 3.143 -4.067
H 3.356 -0.255 -6.521
H 3.058 -1.720 -5.406
H 4.307 -0.636 -5.079
C -4.029 -6.071 -2.090
C -4.428 -5.297 -0.828
C -4.390 -6.266 0.383
C -5.020 -5.645 1.621
C -4.474 -4.288 1.835
C -4.641 -3.690 3.076
C -4.271 -2.336 3.217
F -4.660 -1.715 4.328
C -3.487 -1.621 2.291
C -3.167 -2.298 1.097
C -2.292 -1.701 0.136
O -1.630 -0.627 0.502
C -2.299 -2.227 -1.199
C -2.963 -3.444 -1.428
N -3.625 -4.125 -0.458
C -3.745 -3.573 0.846
C -1.632 -1.693 -2.404
O -1.843 -2.336 -3.434
O -0.927 -0.609 -2.374
H -4.592 -6.985 -2.199
H -3.017 -6.391 -2.021
H -4.075 -5.487 -3.016
H -5.485 -4.922 -0.872
H -3.327 -6.473 0.530
H -4.903 -7.209 0.169
H -4.842 -6.213 2.552
H -6.130 -5.558 1.503
H -5.114 -4.183 3.883
H -3.103 -0.615 2.441
H -3.077 -3.798 -2.451
O 4.019 3.856 -2.998
S 4.768 2.612 -2.663
N 5.108 1.430 -3.435
*
```

Computed properties:
HOMO (spin up / spin down) ... -1.63 / -0.52 eV
E ... -95687.6454 eV
Frontier orbital gap (spin up / spin down) ... 4.82 / 3.71 eV
ΔE to the lowest compared entry with this formula, charge and spin ... 86.5 kcal/mol


DFT (wB97M-V/def2-TZVPD) results for a structure of composition C32H37ClMnN2Si2.

The geometry in ORCA input format:
```
! RIJCOSX wB97M-V def2-TZVPD def2/J DEFGRID3
* xyz 0 6
C -1.157 -0.490 5.089
C -2.019 0.023 4.060
C -2.231 -1.022 3.103
H -2.460 1.020 4.073
C -1.446 -2.163 3.490
C -0.791 -1.842 4.732
H -0.233 -2.512 5.385
H -0.924 -0.004 6.033
H -2.918 -0.969 2.260
H -1.395 -3.137 2.993
Mn -0.115 -0.415 3.253
Si 0.320 0.021 -2.669
C 0.676 1.573 -3.671
C 1.844 1.911 -4.372
H 2.748 1.314 -4.251
C 1.858 3.015 -5.233
H 2.751 3.276 -5.798
C 0.701 3.750 -5.463
H 0.670 4.576 -6.182
C -0.474 3.397 -4.785
H -1.434 3.857 -5.046
C -0.432 2.410 -3.811
H -1.288 2.245 -3.171
C 0.768 -1.406 -3.751
C 0.092 -1.436 -4.992
H -0.678 -0.680 -5.238
C 0.363 -2.445 -5.930
H -0.130 -2.441 -6.916
C 1.260 -3.487 -5.603
H 1.429 -4.316 -6.314
C 1.886 -3.490 -4.347
H 2.564 -4.310 -4.072
C 1.650 -2.446 -3.427
H 2.149 -2.453 -2.449
H -1.162 -0.139 -2.710
Si 0.309 0.240 0.485
C -0.409 -1.434 0.121
C -1.739 -1.439 -0.333
H -2.246 -0.480 -0.509
C -2.335 -2.646 -0.701
H -3.303 -2.616 -1.211
C -1.636 -3.852 -0.505
H -2.078 -4.809 -0.815
C -0.343 -3.856 0.059
H 0.219 -4.785 0.211
C 0.290 -2.639 0.345
H 1.338 -2.559 0.668
C -0.732 1.763 0.234
C -2.077 1.819 0.684
H -2.471 0.983 1.269
C -2.910 2.884 0.313
H -3.963 2.853 0.613
C -2.422 3.904 -0.520
H -3.085 4.684 -0.880
C -1.067 3.899 -0.891
H -0.662 4.634 -1.587
C -0.221 2.878 -0.469
H 0.838 2.897 -0.764
H 0.840 -0.113 -1.142
Cl 2.350 0.518 0.864
N 1.821 -1.109 3.801
C 2.251 -0.773 5.194
C 1.883 0.644 5.652
C 1.686 1.697 4.550
N 0.352 1.594 3.928
H 2.595 -0.958 3.138
H 1.636 -2.118 3.729
H 1.786 -1.522 5.853
H 3.342 -0.936 5.252
H 0.987 0.560 6.303
H 2.681 0.981 6.314
H 1.792 2.693 5.006
H 2.420 1.629 3.749
H 0.212 2.197 3.120
H -0.376 1.911 4.599
*
```

Computed properties:
HOMO (spin up / spin down) ... -4.27 / -5.01 eV
E ... -96360.0116 eV
Frontier orbital gap (spin up / spin down) ... 4.59 / 5.31 eV
ΔE to the lowest compared entry with this formula, charge and spin ... 78.4 kcal/mol


DFT (wB97M-V/def2-TZVPD) results for a structure of composition C30H30CrFNO4PSi.

The geometry in ORCA input format:
```
! RIJCOSX wB97M-V def2-TZVPD def2/J DEFGRID3
* xyz -1 5
Cr -0.391 0.019 -1.166
C -1.725 -4.397 -0.993
Si -0.141 -3.438 -1.227
C 0.586 -3.118 0.473
C 1.051 -4.527 -2.199
N -0.310 -1.923 -2.029
C -0.531 -1.832 -3.384
C -1.198 -2.772 -4.193
C -1.383 -2.574 -5.556
C -0.920 -1.431 -6.189
C -0.240 -0.479 -5.432
C -0.064 -0.715 -4.095
F 0.645 0.204 -3.353
H -1.512 -5.370 -0.539
H -2.248 -4.573 -1.936
H -2.394 -3.839 -0.332
H 1.544 -3.632 0.594
H -0.082 -3.449 1.271
H 0.772 -2.052 0.630
H 0.861 -5.592 -2.044
H 2.083 -4.320 -1.900
H 0.970 -4.324 -3.270
H -1.588 -3.666 -3.724
H -1.911 -3.326 -6.129
H -1.084 -1.273 -7.246
H 0.152 0.432 -5.866
O -2.942 -2.025 1.157
C -2.121 -1.120 1.234
O -1.910 -0.173 0.404
C -1.211 -1.063 2.473
C -1.488 -1.932 3.519
C -0.669 -1.978 4.637
C 0.447 -1.160 4.694
C 0.730 -0.290 3.649
C -0.101 -0.217 2.532
P 0.241 0.934 1.122
C -0.790 2.396 1.550
C -0.407 3.657 1.098
C -1.190 4.773 1.352
C -2.377 4.644 2.059
C -2.771 3.392 2.507
C -1.986 2.276 2.250
C 1.927 1.555 1.571
C 2.230 2.480 2.571
C 3.544 2.840 2.835
C 4.583 2.274 2.107
C 4.299 1.349 1.113
C 2.981 1.000 0.847
H -2.353 -2.575 3.418
H -0.892 -2.656 5.452
H 1.107 -1.196 5.553
H 1.611 0.334 3.708
H 0.505 3.765 0.525
H -0.873 5.742 0.987
H -2.997 5.512 2.248
H -3.701 3.274 3.049
H -2.317 1.308 2.599
H 1.431 2.919 3.155
H 3.757 3.564 3.613
H 5.608 2.554 2.312
H 5.101 0.904 0.537
H 2.763 0.293 0.054
C 0.334 4.092 -2.184
O 0.446 2.777 -1.658
C -0.724 1.979 -1.700
O -1.722 2.475 -2.171
H -0.656 4.507 -1.999
H 0.517 4.091 -3.261
H 1.098 4.695 -1.691
*
```

Computed properties:
HOMO (spin up / spin down) ... -4.21 / -4.72 eV
E ... -89586.6466 eV
Frontier orbital gap (spin up / spin down) ... 6.85 / 7.35 eV
ΔE to the lowest compared entry with this formula, charge and spin ... 17.2 kcal/mol


DFT (wB97M-V/def2-TZVPD) results for the molecule C16H19N3O3S.

The geometry in ORCA input format:
```
! RIJCOSX wB97M-V def2-TZVPD def2/J DEFGRID3
* xyz 0 1
C 0.289 -4.630 -3.083
C 0.260 -3.080 -2.735
C 0.979 -2.461 -3.893
C -1.270 -2.655 -2.763
C 0.849 -2.810 -1.345
C 0.559 -1.348 -0.776
O 0.994 -0.402 -1.453
N 0.363 -1.147 0.581
S 0.294 0.395 1.138
C -0.427 0.555 2.719
N -1.026 -0.468 3.234
C -1.467 -0.121 4.463
O -1.834 -0.946 5.347
C -1.198 1.352 4.776
N -0.596 1.743 3.437
C 0.005 2.929 3.212
O 0.220 3.776 4.083
C 0.188 3.549 1.884
C 1.483 4.022 1.390
C 1.590 4.361 0.044
C 0.428 4.281 -0.808
C -0.783 3.954 -0.261
C -0.967 3.545 1.061
H -0.198 -4.873 -3.985
H 1.353 -4.959 -3.266
H -0.115 -5.234 -2.234
H 0.689 -2.891 -4.845
H 0.884 -1.417 -3.899
H 1.966 -2.685 -3.840
H -1.342 -1.502 -2.713
H -1.856 -3.202 -2.003
H -1.832 -3.014 -3.726
H 0.539 -3.502 -0.568
H 1.901 -3.084 -1.432
H -0.066 -1.846 1.203
H -2.107 1.894 5.074
H -0.443 1.396 5.582
H 2.336 3.956 1.969
H 2.544 4.570 -0.420
H 0.477 4.587 -1.828
H -1.703 4.242 -0.742
H -1.963 3.172 1.420
*
```

Computed properties:
HOMO ... -9.23 eV
E ... -38345.9578 eV
Frontier orbital gap ... 8.86 eV
ΔE to the lowest compared entry with this formula, charge and spin ... 99.6 kcal/mol


DFT (wB97M-V/def2-TZVPD) results for a cluster of 2 separate species, C2H7N3O2 in total.

The geometry in ORCA input format:
```
! RIJCOSX wB97M-V def2-TZVPD def2/J DEFGRID3
* xyz 2 1
C -2.481 -1.487 0.834
C 1.008 0.520 0.615
N -0.654 -0.698 -0.450
N -3.192 -1.781 -0.157
N 2.185 1.328 0.321
O -2.038 -1.270 1.848
O 0.426 0.030 -0.407
H 0.687 0.406 1.644
H -0.778 -0.924 -1.442
H -4.212 -1.825 -0.058
H -2.823 -2.038 -1.072
H 2.074 2.304 0.660
H 2.359 1.366 -0.702
H 3.037 0.953 0.778
*
```

Computed properties:
HOMO (spin up / spin down) ... -18.39 / -17.76 eV
E ... -10730.2026 eV
Frontier orbital gap (spin up / spin down) ... 9.68 / 8.85 eV
ΔE to the lowest compared entry with this formula, charge and spin ... 36.5 kcal/mol